Entry 1:
{
  "formula": "C2H4INS",
  "method": "the ωB97M-V functional and the def2-TZVPD basis",
  "relative_energy_kj_mol": 32.35,
  "smiles": "CN=C=S.I",
  "e_homo_ev": -9.2,
  "molar_mass_g_mol": 201.03,
  "species": ["C", "N", "C", "S", "H", "H", "H", "I", "H"],
  "xyz": [[-0.908, -0.739, -0.091], [-0.408, 0.542, 0.395], [0.426, 1.357, 0.162], [1.532, 2.462, -0.099], [-0.149, -1.449, -0.008], [-1.656, -1.042, 0.632], [-1.365, -0.712, -1.141], [6.113, -0.900, -0.259], [5.564, 0.211, -1.405]]
}

---

Entry 2:
{
  "formula": "C4H5F2N",
  "method": "the ωB97M-V functional and the def2-TZVPD basis",
  "relative_energy_kj_mol": 239.99,
  "smiles": "C#CNCC(F)F",
  "e_homo_ev": -8.3,
  "molar_mass_g_mol": 105.09,
  "species": ["C", "C", "N", "C", "C", "F", "F", "H", "H", "H", "H", "H"],
  "xyz": [[2.853, 0.345, 0.016], [1.759, 0.298, -0.471], [0.574, 0.010, -0.853], [-0.458, -0.622, 0.232], [-1.803, 0.099, 0.226], [-2.579, -0.213, -0.819], [-1.604, 1.446, 0.255], [3.782, 0.511, 0.534], [0.248, 0.633, -1.666], [0.011, -0.535, 1.307], [-0.481, -1.700, 0.038], [-2.302, -0.271, 1.200]]
}

---

Entry 3:
{
  "formula": "C4H6N2O",
  "method": "the ωB97M-V functional and the def2-TZVPD basis",
  "relative_energy_kj_mol": 399.16,
  "e_homo_ev": -10.0,
  "molar_mass_g_mol": 98.10,
  "species": ["N", "C", "O", "C", "C", "C", "N", "H", "H", "H", "H", "H", "H"],
  "xyz": [[0.845, 1.134, -1.655], [-0.019, 0.445, -1.065], [-1.326, 0.138, -1.336], [-1.493, -0.539, -0.050], [-0.062, -0.197, 0.281], [1.034, -0.856, 0.984], [0.436, 0.540, 1.378], [0.521, 1.516, -2.541], [-2.235, -0.048, 0.578], [-1.711, -1.602, -0.183], [1.991, -0.859, 0.439], [0.900, -0.906, 2.031], [1.120, 1.235, 1.138]]
}

---

Entry 4:
{
  "formula": "C7H14N3O4S",
  "method": "the ωB97M-V functional and the def2-TZVPD basis",
  "relative_energy_kj_mol": 0.00,
  "smiles": "C[C@@H](N)[C@H](OS(=O)(=O)O)n1cc[n+](C)c1",
  "e_homo_ev": -14.1,
  "total_charge": 1,
  "molar_mass_g_mol": 236.27,
  "species": ["C", "C", "N", "C", "O", "S", "O", "O", "O", "N", "C", "C", "N", "C", "C", "H", "H", "H", "H", "H", "H", "H", "H", "H", "H", "H", "H", "H", "H"],
  "xyz": [[-0.071, 2.700, 0.675], [0.468, 1.783, -0.383], [1.786, 2.089, -0.910], [0.632, 0.331, 0.148], [1.570, -0.320, -0.630], [2.974, -0.806, 0.099], [2.453, -1.418, 1.250], [3.701, -1.598, -0.855], [3.596, 0.606, 0.211], [-0.573, -0.413, 0.216], [-1.227, -0.701, 1.361], [-2.290, -1.466, 1.068], [-2.170, -1.800, -0.290], [-3.003, -2.828, -0.955], [-1.159, -1.111, -0.768], [0.770, 2.899, 1.314], [-1.020, 2.215, 1.067], [-0.229, 3.741, 0.367], [-0.052, 1.563, -1.338], [2.235, 2.563, -0.128], [1.842, 2.764, -1.664], [1.148, 0.262, 1.090], [3.228, 1.301, -0.424], [-0.967, -0.353, 2.380], [-3.042, -1.797, 1.809], [-4.058, -2.553, -0.542], [-2.769, -2.671, -1.937], [-2.844, -3.744, -0.478], [-0.929, -1.238, -1.755]]
}

---

Entry 5:
{
  "formula": "C19H34ClOPSe4V",
  "method": "the ωB97M-V functional and the def2-TZVPD basis",
  "e_homo_ev": [-11.0, -11.0],
  "total_charge": 1,
  "molar_mass_g_mol": 711.69,
  "species": ["V", "Se", "Se", "Se", "Se", "C", "C", "P", "C", "C", "C", "C", "H", "H", "H", "H", "H", "H", "H", "H", "H", "H", "H", "H", "H", "H", "H", "Cl", "C", "H", "H", "C", "C", "C", "C", "C", "C", "C", "C", "C", "C", "C", "C", "O", "H", "H", "H", "H", "H", "H", "H", "H", "H", "H", "H", "H", "H", "H", "H", "H", "H"],
  "xyz": [[8.344, 11.438, 6.078], [10.217, 11.114, 5.148], [11.778, 11.597, 8.321], [10.339, 9.934, 9.017], [9.472, 12.006, 8.414], [7.684, 16.131, 7.900], [7.915, 14.626, 7.787], [7.964, 13.907, 6.161], [6.466, 14.524, 5.334], [5.197, 13.999, 6.008], [9.349, 14.755, 5.294], [10.619, 14.892, 6.093], [8.096, 16.586, 8.801], [6.589, 16.299, 7.901], [8.079, 16.689, 7.060], [7.227, 13.933, 8.378], [8.921, 14.441, 8.236], [6.523, 14.361, 4.283], [6.501, 15.592, 5.557], [4.930, 13.004, 5.586], [4.353, 14.674, 5.775], [5.243, 13.982, 7.069], [8.951, 15.717, 4.979], [9.535, 14.121, 4.421], [10.598, 15.653, 6.877], [11.421, 15.163, 5.386], [10.967, 13.952, 6.512], [7.124, 10.230, 3.883], [7.228, 11.952, 4.442], [6.219, 12.342, 4.532], [7.736, 12.497, 3.662], [5.763, 11.670, 10.553], [5.865, 10.981, 9.192], [4.524, 10.824, 8.475], [6.595, 9.618, 9.167], [6.559, 8.667, 10.204], [7.286, 7.506, 10.184], [7.900, 7.190, 8.975], [7.855, 8.018, 7.846], [8.386, 7.601, 6.522], [7.405, 6.582, 5.872], [9.843, 7.073, 6.603], [7.300, 9.298, 8.012], [7.450, 10.227, 7.043], [5.302, 12.687, 10.483], [6.786, 11.816, 10.997], [5.160, 11.056, 11.211], [6.486, 11.619, 8.540], [4.005, 10.028, 9.006], [4.624, 10.399, 7.525], [3.853, 11.705, 8.542], [5.926, 8.945, 11.029], [7.306, 6.775, 11.000], [8.492, 6.263, 9.000], [8.423, 8.491, 5.884], [7.532, 5.652, 6.442], [7.689, 6.435, 4.816], [6.341, 6.849, 5.955], [9.906, 6.136, 7.234], [10.599, 7.761, 7.042], [10.131, 6.856, 5.601]]
}

---

Entry 6:
{
  "formula": "H20NO8",
  "method": "the ωB97M-V functional and the def2-TZVPD basis",
  "relative_energy_kj_mol": 250.87,
  "e_homo_ev": -14.5,
  "total_charge": 1,
  "molar_mass_g_mol": 162.16,
  "species": ["N", "H", "H", "H", "H", "O", "H", "H", "O", "H", "H", "O", "H", "H", "O", "H", "H", "O", "H", "H", "O", "H", "H", "O", "H", "H", "O", "H", "H"],
  "xyz": [[-0.584, -0.061, -0.177], [0.165, 0.233, 0.525], [-0.598, -1.034, -0.252], [-0.292, 0.241, -1.175], [-1.497, 0.264, 0.125], [1.013, 1.591, -3.181], [1.588, 0.887, -3.542], [1.638, 2.400, -2.889], [0.571, -1.667, -2.772], [1.000, -1.868, -1.945], [1.311, -1.635, -3.474], [-3.038, 0.182, 2.527], [-2.968, -0.759, 2.258], [-3.855, 0.579, 2.213], [0.277, -1.527, 2.240], [0.771, -2.210, 2.853], [-0.550, -1.668, 2.585], [0.870, -3.065, -0.235], [1.152, -3.692, -0.931], [1.428, -2.908, 0.519], [-2.213, 2.314, -1.365], [-3.084, 2.591, -1.339], [-1.889, 2.257, -2.163], [3.133, 0.779, 0.736], [2.835, 0.725, 1.655], [3.055, 0.006, 0.277], [-0.219, 2.351, 1.885], [-0.548, 1.926, 2.756], [0.527, 2.770, 2.290]]
}